Entry 1:
Density functional theory data (wB97M-V/def2-TZVPD) for a 4-piece molecular cluster, C5H19NO3S overall.

Last column: Löwdin charge in e.
Cartesian coordinates (Å):
C (-1.200, -1.861, -0.221)  -0.052
N (-0.660, -0.906, 0.810)  -0.011
C (0.537, -0.190, 0.352)  -0.383
C (0.196, 1.324, 0.241)  -0.214
C (-1.196, 1.924, 0.372)  -0.505
S (-1.796, 2.249, -1.316)  1.015
C (1.741, -0.252, 1.291)  -0.032
H (-0.985, -1.621, -1.275)  0.078
H (-2.293, -1.757, -0.263)  0.085
H (-0.911, -2.846, 0.141)  0.103
H (-0.383, -1.436, 1.639)  0.130
H (0.780, -0.556, -0.642)  0.081
H (0.476, 1.579, -0.830)  0.071
H (0.962, 1.950, 0.728)  0.134
H (-1.423, 2.746, 1.072)  0.092
H (-2.024, 1.114, 0.663)  0.118
H (-1.934, 1.004, -1.906)  -0.049
H (2.097, -1.271, 1.486)  0.095
H (1.554, 0.190, 2.309)  0.109
H (2.615, 0.264, 0.891)  0.096
H (1.011, 0.713, -2.328)  -0.006
H (1.845, 0.445, -3.531)  0.085
O (1.390, -0.017, -2.807)  -0.035
H (-1.000, 0.970, 2.595)  0.007
H (-2.137, 1.692, 3.398)  0.062
O (-1.273, 1.786, 3.009)  -0.037
H (1.853, -1.826, -1.948)  0.004
H (0.634, -2.685, -2.141)  0.015
O (1.526, -2.727, -1.789)  -0.055

Cartesian forces (eV/Å) of the 3 atoms listed first:
C -1.10 0.83 0.89
N 1.15 -0.66 -0.99
C -0.89 0.59 0.70

As for the total charge: +1. The expectation value of S² is 0.76. The HOMO energy (alpha / beta) is -0.5109 / -0.4766 Eh. The frontier orbital gap (alpha / beta) is 10.618 / 4.463 eV. The strongest force on any atom is 0.0782 hartree/bohr. The calculation puts the LUMO energy (alpha / beta) at -3.283 / -8.508 eV. The spin multiplicity is 2.

Entry 2:
Density functional theory data (wB97M-V/def2-TZVPD) for CH10BrN2Re as an isolated structure.

Last column: Löwdin charge in e.
Cartesian coordinates (Å):
C (2.563, 1.718, 0.584)  -0.037
Re (-1.677, 0.036, 0.237)  0.712
N (-2.013, -2.055, 0.300)  -0.079
N (-0.576, 0.194, -1.453)  -0.118
H (-2.977, -2.179, 0.499)  0.059
H (3.236, 0.895, 0.603)  0.010
H (2.573, 2.275, 1.521)  0.033
H (1.579, 1.243, 0.516)  -0.045
H (2.706, 2.356, -0.312)  0.037
H (-1.103, 0.504, -2.245)  0.064
H (-0.090, -0.655, -1.797)  0.101
H (0.204, 0.843, -1.379)  0.071
H (-1.910, -2.607, -0.544)  0.084
H (-1.562, -2.618, 1.003)  0.068
Br (-0.953, 0.050, 2.468)  0.040

Cartesian forces (eV/Å) of the 3 atoms listed first:
C -1.10 0.44 -0.52
Re -0.85 -0.44 1.63
N 0.14 -0.22 -1.07

As for the total charge: +1. The expectation value of S² is 3.76. The HOMO energy (alpha / beta) is -0.4334 / -0.4392 Eh. The frontier orbital gap (alpha / beta) is 7.224 / 7.109 eV. The strongest force on any atom is 0.0602 hartree/bohr. The calculation puts the LUMO energy (alpha / beta) at -4.569 / -4.844 eV. The spin multiplicity is 4.

Entry 3:
Density functional theory data (wB97M-V/def2-TZVPD) for a 6-piece molecular cluster, C39H51Cl16NO4 overall.

Last column: Löwdin charge in e.
Cartesian coordinates (Å):
C (2.212, -7.230, -5.329)  -0.134
C (1.443, -5.947, -5.594)  -0.268
C (0.505, -5.650, -4.446)  -0.257
C (-0.140, -4.274, -4.443)  -0.211
C (-0.599, -3.924, -3.042)  -0.237
C (-1.267, -2.574, -2.872)  -0.210
C (-0.452, -1.408, -3.433)  -0.196
C (-0.707, -0.063, -2.755)  -0.235
C (-2.157, 0.239, -2.456)  -0.211
C (-2.345, 1.585, -1.776)  -0.206
C (-3.820, 1.979, -1.644)  -0.208
C (-4.252, 2.177, -0.198)  -0.208
C (-3.564, 3.360, 0.498)  -0.183
C (-2.921, 3.045, 1.867)  -0.175
C (-3.375, 3.966, 3.003)  -0.171
C (-2.261, 4.451, 3.946)  -0.144
C (-1.076, 4.975, 3.181)  -0.135
C (-1.274, 6.212, 2.545)  0.071
C (-0.235, 6.761, 1.815)  -0.083
C (0.969, 6.112, 1.671)  -0.032
C (1.175, 4.857, 2.254)  -0.131
O (2.409, 4.268, 2.059)  0.087
C (2.492, 2.974, 1.557)  -0.408
O (3.012, 2.151, 2.226)  0.146
C (2.014, 2.712, 0.185)  -0.104
C (2.274, 1.429, -0.326)  0.014
C (1.878, 1.099, -1.623)  -0.071
C (1.222, 2.044, -2.415)  -0.088
C (0.945, 3.318, -1.904)  -0.044
C (1.344, 3.652, -0.609)  0.015
C (0.176, 4.289, 3.062)  -0.059
C (0.414, 2.989, 3.793)  -0.169
C (1.570, 3.091, 4.788)  -0.667
C (1.121, 3.806, 6.050)  -0.106
Cl (2.123, 1.431, 5.254)  0.652
C (1.876, 6.972, 0.864)  -0.389
O (2.931, 6.719, 0.401)  0.168
N (1.211, 8.242, 0.655)  0.163
C (-0.160, 8.027, 1.076)  -0.397
O (-1.057, 8.740, 0.788)  0.160
H (2.540, -7.700, -6.247)  0.026
H (3.068, -7.042, -4.690)  0.066
H (1.576, -7.923, -4.790)  0.029
H (0.872, -6.079, -6.511)  0.111
H (2.153, -5.133, -5.711)  0.082
H (1.089, -5.726, -3.529)  0.066
H (-0.260, -6.417, -4.363)  0.106
H (0.551, -3.537, -4.844)  0.106
H (-1.010, -4.317, -5.098)  0.121
H (-1.326, -4.687, -2.760)  0.117
H (0.223, -4.049, -2.353)  0.064
H (-2.263, -2.572, -3.306)  0.115
H (-1.397, -2.402, -1.804)  0.107
H (0.605, -1.654, -3.371)  0.105
H (-0.677, -1.298, -4.493)  0.115
H (-0.097, -0.003, -1.856)  0.090
H (-0.350, 0.717, -3.426)  0.080
H (-2.595, -0.522, -1.814)  0.111
H (-2.718, 0.228, -3.390)  0.124
H (-1.824, 2.336, -2.369)  0.104
H (-1.875, 1.551, -0.799)  0.112
H (-4.036, 2.862, -2.238)  0.110
H (-4.427, 1.173, -2.051)  0.104
H (-4.058, 1.257, 0.348)  0.105
H (-5.329, 2.321, -0.180)  0.106
H (-4.267, 4.179, 0.610)  0.102
H (-2.786, 3.728, -0.166)  0.102
H (-3.152, 2.022, 2.137)  0.101
H (-1.843, 3.096, 1.752)  0.095
H (-3.872, 4.843, 2.598)  0.100
H (-4.109, 3.445, 3.610)  0.113
H (-1.998, 3.701, 4.678)  0.099
H (-2.650, 5.292, 4.515)  0.120
H (-2.213, 6.730, 2.651)  0.134
H (2.785, 0.704, 0.283)  0.119
H (2.085, 0.120, -2.021)  0.108
H (0.932, 1.793, -3.421)  0.097
H (0.444, 4.045, -2.523)  0.109
H (1.135, 4.634, -0.241)  0.093
H (-0.460, 2.729, 4.368)  0.084
H (0.562, 2.167, 3.100)  0.105
H (2.439, 3.554, 4.347)  0.089
H (0.668, 3.095, 6.732)  0.054
H (1.973, 4.226, 6.569)  0.081
H (0.409, 4.588, 5.808)  0.081
H (1.630, 8.902, 1.309)  0.155
C (-0.267, -1.246, 3.990)  -1.573
Cl (-0.226, -2.942, 4.462)  0.535
Cl (-0.642, -1.078, 2.276)  0.514
Cl (-1.409, -0.338, 4.984)  0.519
H (0.716, -0.822, 4.156)  -0.032
C (4.804, -5.302, -8.109)  -1.544
Cl (3.784, -3.960, -8.627)  0.525
Cl (5.192, -5.173, -6.394)  0.540
Cl (4.042, -6.849, -8.475)  0.548
H (5.732, -5.250, -8.662)  0.007
C (1.475, -7.774, -0.811)  -1.544
Cl (1.207, -6.032, -0.713)  0.565
Cl (0.606, -8.457, -2.189)  0.555
Cl (3.202, -8.132, -0.914)  0.533
H (1.090, -8.235, 0.086)  -0.083
C (-2.255, -9.368, 1.135)  -1.534
Cl (-2.493, -7.626, 1.249)  0.536
Cl (-3.095, -10.033, -0.262)  0.537
Cl (-0.531, -9.754, 1.068)  0.563
H (-2.661, -9.826, 2.025)  0.011
C (2.376, 0.519, 9.091)  -1.566
Cl (4.096, 0.454, 9.467)  0.527
Cl (1.529, -0.878, 9.755)  0.524
Cl (1.661, 2.024, 9.672)  0.520
H (2.267, 0.499, 8.014)  -0.038

Cartesian forces (eV/Å) of the 3 atoms listed first:
C -0.10 -0.04 0.11
C -0.20 -0.42 -0.04
C 0.42 0.41 0.35

Its structure (SMILES) is CCCCCCCCCCCCCCCCc1cc2c(c(OC(=O)c3ccccc3)c1C[C@@H](C)Cl)C(=O)NC2=O.ClC(Cl)Cl.ClC(Cl)Cl.ClC(Cl)Cl.ClC(Cl)Cl.ClC(Cl)Cl. The HOMO energy is -0.3542 Eh. The frontier orbital gap is 9.073 eV. The strongest force on any atom is 0.0298 hartree/bohr. The calculation puts the LUMO energy at -0.567 eV. The spin multiplicity is 1.

We obtain calculated total energy values of -23950.6381 -76343.2797 -251309.8149 eV for the records listed above, in that order.